The following is a DFT calculation (the ωB97M-V functional and the def2-TZVPD basis) of a structure of composition C23H41N2O5PPt.

## Properties
HOMO (alpha / beta) = -7.62 / -7.59 eV
LUMO level (alpha / beta) = 0.523 / -0.497 eV
frontier orbital gap (alpha / beta) = 8.144 / 7.089 eV

Structure (ORCA input):
```
! wB97M-V def2-TZVPD RIJCOSX def2/J DEFGRID3
* xyz 0 3
Pt 0.495 0.368 0.390
C 3.446 6.474 0.266
O 3.189 6.158 1.624
C 2.766 4.905 1.908
C 2.459 4.676 3.266
C 2.040 3.434 3.638
C 1.904 2.363 2.721
C 1.538 1.049 3.190
C 1.153 0.812 4.629
O 1.536 0.045 2.451
C 2.171 2.619 1.339
O 2.042 1.749 0.383
C 2.627 3.909 0.972
H 3.704 7.529 0.247
H 2.562 6.302 -0.352
H 4.281 5.886 -0.123
H 2.569 5.486 3.973
H 1.811 3.262 4.680
H 1.792 1.322 5.345
H 1.172 -0.259 4.812
H 0.131 1.172 4.778
H 2.837 4.061 -0.076
N 4.411 0.273 1.704
C 4.325 -1.172 1.553
C 3.452 -1.529 0.360
O 2.919 -2.598 0.223
O 3.308 -0.549 -0.533
H 5.147 0.546 2.338
H 3.531 0.650 2.040
H 3.762 0.245 -0.185
H 3.936 -1.727 2.410
H 5.323 -1.557 1.326
C 0.384 -2.270 -2.438
C -0.808 -1.313 -2.620
C -1.609 -1.752 -3.853
C -0.211 0.079 -2.916
P -1.794 -1.302 -1.010
N -1.064 -0.654 0.257
C -2.146 -3.059 -0.456
C -3.211 -3.001 0.651
C -0.875 -3.639 0.196
C -2.639 -4.016 -1.547
C -3.390 -0.352 -1.263
C -3.064 0.944 -2.023
C -4.475 -1.109 -2.039
C -3.956 0.070 0.106
H 1.041 -2.150 -3.302
H 0.077 -3.313 -2.410
H 0.977 -2.043 -1.550
H -0.916 -1.824 -4.696
H -2.374 -1.028 -4.131
H -2.082 -2.725 -3.739
H 0.682 -0.056 -3.526
H 0.113 0.608 -2.013
H -0.897 0.728 -3.454
H -2.938 -2.291 1.431
H -3.277 -3.994 1.101
H -4.201 -2.752 0.272
H -0.397 -2.917 0.856
H -0.143 -3.977 -0.533
H -1.171 -4.507 0.790
H -3.530 -3.656 -2.062
H -2.901 -4.964 -1.068
H -1.874 -4.233 -2.289
H -2.817 0.764 -3.067
H -2.249 1.500 -1.558
H -3.955 1.576 -2.004
H -4.146 -1.441 -3.022
H -5.319 -0.430 -2.188
H -4.849 -1.973 -1.493
H -3.175 0.446 0.765
H -4.471 -0.744 0.610
H -4.686 0.865 -0.062
*
```